No. 1
The following is a DFT calculation (ωB97M-V with the def2-TZVPD basis set) of a 40-piece molecular cluster, H80O40 overall in a non-equilibrium geometry.

Each line ends with the Löwdin charge.
Element x y z (Å)
H 1.60909 0.33684 2.47193  0.0194
H 0.52158 -0.34747 3.15394  0.0382
O 1.32400 -0.56933 2.62432  -0.0604
H -0.43522 1.43674 4.83972  0.0104
H 0.41742 2.26855 5.83244  -0.0041
O 0.09910 2.24765 4.97727  -0.0225
H -1.55661 0.75333 -2.81120  -0.0709
H -2.04896 1.25309 -4.20013  0.1195
O -1.59955 1.48646 -3.34046  -0.0452
H -3.66735 -2.90070 -3.28639  0.1040
H -3.81588 -4.22788 -2.59734  -0.0087
O -4.32000 -3.40748 -2.62182  -0.0988
H 4.64498 -1.07173 3.15755  0.0574
H 5.87148 -0.20594 3.27650  0.0282
O 5.58236 -1.08713 3.56804  -0.0863
H -2.74945 0.92403 -0.46100  0.0752
O -2.49925 1.30202 0.42155  -0.0947
H -2.36740 -3.57525 5.07778  0.0990
O -1.38061 -3.83342 5.05793  -0.0545
H -1.75002 0.84891 1.73353  -0.0164
H -1.52921 -0.08579 2.89997  0.0127
O -1.83608 0.77883 2.68858  -0.0665
H 5.12805 -0.86975 -3.48264  0.1039
H 5.44738 -1.55745 -2.21536  -0.0042
O 5.67158 -0.77241 -2.64664  -0.0350
H 5.62314 2.57166 -2.20877  0.0417
H 5.56781 1.05172 -2.31002  0.0494
O 5.25441 1.88453 -2.72329  -0.0109
H -1.01466 -1.59175 -1.44771  0.0976
H -2.06809 -1.43997 -2.85379  0.0162
O -1.53397 -1.04654 -2.18259  -0.0706
H -0.71976 0.97907 -0.63427  -0.0079
O -0.34105 1.67754 -1.13176  -0.0404
H -0.44911 -3.62077 -1.48348  -0.0322
H 1.07280 -3.36747 -1.54653  0.0084
O 0.38794 -3.94037 -1.23903  -0.0156
H 2.28191 4.21432 -1.71947  0.0217
H 0.64245 4.69904 -1.54879  0.0912
O 1.47764 4.52752 -2.19955  -0.1478
H -0.06317 -2.40743 -5.22721  0.1022
H 0.42301 -1.89792 -3.83335  -0.0109
O -0.05153 -2.64142 -4.21910  -0.0970
H -3.55878 2.19813 4.39430  -0.0520
H -4.39022 3.48452 3.55000  0.1600
O -4.36412 2.50151 4.05856  -0.1108
H -1.23888 3.81135 2.73722  0.0008
H -2.08704 3.10439 1.64545  0.0494
O -1.82916 3.98715 2.03980  -0.0413
H 3.82454 -1.45210 -1.65711  0.0490
H 2.77541 -2.43921 -1.69415  -0.0814
O 3.52526 -2.28192 -2.12011  -0.0391
H 2.75323 1.66447 0.25523  0.0102
O 2.21670 1.77686 1.06508  -0.0614
H -4.34731 0.03074 -3.45200  0.0097
H -5.56885 1.07664 -3.27923  0.0325
O -5.29886 0.17327 -3.56613  -0.0672
H -1.42562 -5.08334 -1.02561  0.0158
O -1.98747 -4.74215 -1.69250  -0.0643
H -4.28922 3.94577 -2.89416  0.1079
H -3.61634 2.76644 -2.81704  0.0111
O -4.59828 2.94911 -2.82219  -0.1332
H 2.28733 -5.07691 -2.00759  -0.0548
H 2.18801 -5.29679 -3.51972  0.0237
O 2.52821 -4.83643 -2.80628  0.0500
H -1.51428 -0.31112 4.90380  0.0624
H -3.04610 -0.09813 5.74352  0.1145
O -2.43395 0.11398 4.97342  -0.1007
H 5.60059 2.77453 2.06789  0.0371
H 4.40689 2.28576 1.28363  0.0206
O 5.35825 2.53417 1.17063  -0.0635
H -3.69744 0.14429 3.20768  -0.0006
H -4.65236 -0.36634 1.86583  -0.0271
O -4.25690 -0.38611 2.67344  -0.0070
H 3.49725 -1.41974 1.01834  0.0338
H 2.88150 -2.83571 0.75936  0.0459
O 3.02429 -1.94540 0.39560  -0.0159
H -1.08327 3.68838 -3.98348  0.0544
H -1.42484 3.70120 -2.60454  -0.0844
O -1.67365 4.15734 -3.31351  -0.0311
H 1.17847 2.92094 -3.20272  0.0421
H 0.78235 4.00462 -4.28792  0.0212
O 0.80363 3.08479 -4.11082  -0.0835
H -0.29467 3.13305 -0.43993  -0.0188
H -0.39138 4.34476 0.78902  0.0729
O -0.30049 4.09071 -0.21095  -0.1165
H 1.03882 0.90105 -4.74406  0.0177
H 1.77927 -0.31905 -4.73757  0.0253
O 0.98681 0.03322 -5.20727  -0.0742
H 0.79306 -2.04575 4.56880  0.0949
O 0.47449 -1.72097 5.51881  -0.0513
H 2.75303 -3.66486 2.82258  0.0783
H 2.50841 -5.14425 2.77100  0.0638
O 2.47187 -4.37830 2.17720  -0.0815
H 1.48657 2.26389 0.65419  0.0307
H -3.45023 0.85735 0.68565  0.1511
H -2.82279 -4.60490 -1.11298  0.1039
H -1.34588 -4.66524 4.67227  -0.0136
H -0.13806 1.35566 -2.04668  0.0653
H 0.48433 -2.40884 6.07386  -0.0527
O -3.30864 -2.69822 2.00865  -0.1320
H -3.42311 -1.69923 2.07722  -0.0126
H -4.23380 -2.82845 1.61419  0.0660
O 1.51747 4.98935 2.63142  -0.0772
H 1.22767 4.05323 2.29388  0.0648
H 1.50108 5.03987 3.57677  0.0140
O 0.11805 -4.02599 2.33741  -0.0337
H 0.41737 -3.75995 1.48408  -0.0043
H -0.78482 -4.20302 2.29382  -0.0066
O 2.44581 0.46822 -2.50631  -0.1032
H 2.56095 -0.43726 -2.97574  0.0532
H 1.92821 0.19975 -1.62440  0.0991
O 0.18932 -1.01899 0.19448  -0.0306
H 1.02143 -1.01917 0.68527  0.0064
H -0.41358 -1.61689 0.55992  0.0062
O 3.46096 2.64315 -1.09721  -0.0898
H 3.89698 3.31573 -0.69294  -0.0149
H 4.10349 2.44315 -1.90552  0.0452
O -5.79380 -0.23583 -0.28022  0.0645
H -5.61678 -1.02452 -0.54168  -0.0659
H -5.34761 0.30208 -0.92836  0.0284

Cartesian forces, eV/Å:
0.65 0.47 -0.59
0.74 -0.63 -0.46
-1.00 0.30 1.22
0.38 0.99 0.45
0.88 -0.25 2.81
-1.34 -0.50 -3.39
-0.20 -3.49 1.70
0.93 0.20 1.39
-1.41 2.66 -3.66
-2.49 -1.48 2.12
-0.25 -0.34 -0.05
2.52 1.79 -2.35
2.13 -0.32 1.25
0.32 -0.33 0.25
-2.49 0.69 -1.48
1.67 1.00 -0.26
-5.41 -2.58 -1.60
2.40 -0.70 -0.18
-2.47 3.02 1.30
0.19 -0.13 -0.28
0.12 -1.10 0.14
0.79 1.03 0.60
1.06 0.41 1.25
-0.04 -2.17 1.21
-0.39 1.63 -2.57
1.52 1.20 0.60
-0.27 0.11 -0.35
-0.12 -1.04 -0.79
-1.93 1.24 -2.88
0.11 -1.56 -0.14
2.01 0.56 3.28
-0.24 -1.36 0.67
1.33 0.42 -1.64
-1.58 0.80 -1.07
0.24 0.51 -0.62
1.50 -1.21 1.76
-1.43 0.33 -0.02
3.11 -0.79 -1.25
-1.37 0.81 1.88
0.11 -0.51 2.87
-0.14 0.22 -0.19
-0.19 0.31 -2.76
2.53 0.21 0.38
1.09 -4.38 2.45
-3.43 4.13 -2.86
0.99 -0.61 1.68
0.43 1.45 0.72
-1.54 -0.83 -1.86
-0.54 -1.18 -0.56
-4.83 -1.50 2.85
5.27 2.78 -2.73
0.21 0.13 -0.02
-0.16 -0.23 -0.16
-0.50 0.73 0.05
0.96 -0.65 -0.39
-0.33 0.04 0.37
1.41 -1.02 0.81
-3.52 0.81 1.06
-2.00 -2.11 0.10
-0.95 -1.10 -0.08
3.20 3.15 -0.06
-2.30 -2.55 5.50
-1.40 -1.61 -1.45
3.77 3.97 -4.10
-2.45 0.12 1.48
2.15 -0.26 -1.20
0.08 -0.31 0.65
0.26 0.21 0.10
0.92 0.36 -0.26
-1.25 -0.50 0.26
0.73 1.89 -0.31
-1.68 1.84 -3.17
0.09 -3.16 3.15
0.50 0.31 0.87
0.29 0.25 0.17
-0.90 -0.52 -0.49
-1.14 0.87 1.03
1.47 -2.77 5.12
-0.75 2.25 -5.89
-0.46 1.30 -1.33
0.61 1.35 0.44
0.05 -3.11 -0.03
-0.20 0.54 0.65
-0.30 -1.10 -2.85
0.28 1.11 1.95
-0.78 0.08 -0.74
-0.71 -0.22 -1.04
1.41 0.38 1.57
-1.08 0.65 3.33
1.08 4.04 -6.50
-0.56 -1.00 -1.16
-0.23 -0.04 -0.53
1.91 1.17 1.49
-0.16 0.05 0.24
2.99 1.94 0.84
1.81 -0.07 -1.50
-0.02 -2.45 -1.13
-0.07 0.54 1.23
-0.11 -4.38 2.95
-2.08 0.69 -1.56
0.56 -1.08 0.83
1.91 -0.46 0.85
-0.71 -2.19 -2.33
1.02 2.64 1.60
-0.23 -0.56 0.77
1.14 0.28 1.39
0.30 -0.01 -1.04
-2.57 -0.11 -0.29
-1.55 -3.00 1.58
-0.19 2.01 1.45
1.56 0.86 -2.81
0.65 1.66 -2.10
-0.16 -0.32 0.40
-1.04 -1.49 1.45
-0.74 -2.73 -3.36
1.94 3.25 2.44
-2.04 -0.59 1.42
-1.17 7.72 3.19
1.47 -8.40 -2.69
-0.14 0.63 -0.52

The value obtained for the energy above the lowest of the compared OMol25 structures with the same formula, charge and spin is 13.864 eV. The total energy comes out at -3057.2478 a.u. Its multiplicity is 1.



No. 2
The following is a DFT calculation (ωB97M-V with the def2-TZVPD basis set) of a 2-piece molecular cluster, C3H10N2O2 overall in a non-equilibrium geometry.

Each line ends with the Löwdin charge.
Element x y z (Å)
N 1.40215 -0.08913 -1.32329  -0.0102
C 0.57680 -1.11335 -0.71167  -0.3098
C 0.67555 -1.20122 0.80752  -0.2083
N -0.00990 0.00078 1.39750  0.0287
H 1.87802 -0.37806 -2.18156  0.0700
H 0.89492 0.80447 -1.51338  0.0693
H 0.80312 -2.09914 -1.10219  0.1064
H -0.46959 -0.91133 -0.98570  0.1104
H 1.77136 -1.35342 1.02428  0.1271
H 0.11182 -2.07007 1.22090  0.1158
H 0.55932 0.35085 2.19045  0.1282
H -0.94159 -0.19117 1.73551  0.0935
O -2.55114 1.03085 0.45126  -0.0666
C -1.82029 1.84166 -0.21553  -0.3658
O -0.48877 1.93373 -0.15036  -0.0758
H -2.26216 2.44516 -1.05599  0.1323
H -0.12960 0.99939 0.41226  0.0546

Cartesian forces, eV/Å:
0.37 1.13 -0.42
-1.09 -0.09 -0.44
-0.36 -0.51 0.18
2.65 0.00 0.49
-0.40 0.02 0.59
0.59 -1.27 0.31
0.23 -0.14 -0.24
-0.04 -0.32 0.22
-1.17 0.74 0.41
0.63 0.21 -0.67
-0.70 -0.13 -0.65
-0.23 -0.09 -0.16
2.50 2.84 -2.02
-0.99 -2.64 0.94
-1.55 -0.80 -0.10
0.27 -0.11 0.93
-0.72 1.16 0.63

The value obtained for the energy above the lowest of the compared OMol25 structures with the same formula, charge and spin is 1.486 eV. As for the SMILES: NCCN.O=CO. The total energy comes out at -380.2821 a.u. Its multiplicity is 1.



No. 3
The following is a DFT calculation (ωB97M-V with the def2-TZVPD basis set) of C26H53AsBeGeN6 as an isolated structure in a non-equilibrium geometry.

Each line ends with the Löwdin charge.
Element x y z (Å)
Be 0.33314 -0.74187 0.56360  0.1335
C -2.13735 -1.99617 1.89134  -0.1917
N -2.60725 -2.08485 0.54345  -0.1731
C -3.80507 -1.31333 0.31908  -0.0554
C -1.75440 -2.39373 -0.45382  -0.3406
N -0.44952 -2.05782 -0.25949  0.1101
C 0.61674 -2.62762 -1.01360  -0.2037
C 0.60548 -3.89766 -1.61757  -0.0461
C 1.63895 -4.23521 -2.45615  -0.0995
C 2.62168 -3.30750 -2.74768  -0.1087
C 2.68434 -2.10929 -2.09379  -0.0557
C 1.75076 -1.79483 -1.10201  -0.1872
N 1.76770 -0.66106 -0.20468  0.0931
C 2.95911 -0.02210 0.06432  -0.3167
N 2.92835 1.25158 0.45290  -0.0843
C 3.95282 1.92635 1.26912  -0.0208
C 1.72642 2.05896 0.13883  -0.0528
N 4.11110 -0.69730 -0.08133  -0.1607
C 4.25914 -2.05165 0.44655  -0.0150
C 5.34807 -0.11155 -0.57015  -0.0439
N -2.22469 -2.98181 -1.57624  -0.1345
C -1.73009 -2.71582 -2.92387  -0.0536
C -3.49332 -3.78110 -1.54706  -0.0222
H -1.35640 -2.73369 2.03507  0.0553
H -2.95728 -1.99838 2.64374  0.0736
H -1.54616 -0.82243 1.89409  -0.0715
H -3.73766 -0.40989 0.94489  0.0946
H -4.69942 -1.90582 0.66578  0.0997
H -3.91842 -1.01373 -0.72773  0.0829
H -0.27873 -4.50689 -1.40169  0.1229
H 1.72792 -5.21572 -2.84919  0.0919
H 3.31428 -3.50159 -3.56086  0.1026
H 3.46277 -1.40713 -2.29764  0.1043
H 4.69820 1.23366 1.60725  0.0739
H 3.47617 2.36726 2.15118  0.0875
H 4.43062 2.73136 0.69229  0.0978
H 1.25051 1.69568 -0.76146  0.0556
H 2.07297 3.05527 -0.03964  0.0730
H 1.00859 2.02428 0.99205  0.0628
H 3.29953 -2.46382 0.80444  0.1159
H 4.96080 -2.02843 1.23830  0.0773
H 4.73338 -2.65453 -0.32951  0.0927
H 5.13623 0.75061 -1.19369  0.1018
H 5.84062 -0.89845 -1.14362  0.0917
H 6.04088 0.13638 0.22390  0.0809
H -0.89513 -1.99585 -2.89910  0.1036
H -2.54163 -2.35073 -3.56171  0.0841
H -1.39622 -3.64391 -3.39331  0.0837
H -3.74241 -4.01929 -0.51617  0.0922
H -3.27413 -4.65884 -2.13476  0.0770
H -4.31061 -3.26668 -2.04439  0.0799
C -3.31132 1.37673 -3.33050  -0.2086
C -3.43514 2.37557 -2.21963  -0.4924
As -1.69501 2.85153 -1.41558  1.2118
C -1.30504 4.47183 -2.62350  -0.4180
C 0.20770 4.68479 -2.71073  -0.2076
C -2.51324 3.71306 0.17018  -0.4577
C -1.41789 4.39339 0.95405  -0.1976
H -4.33006 1.23769 -3.73728  0.0741
H -2.86498 0.42069 -3.02978  0.0477
H -2.68554 1.76460 -4.14777  0.0633
H -4.01442 1.96417 -1.39556  0.0523
H -3.85610 3.32109 -2.57009  0.0655
H -1.84252 5.34238 -2.25764  0.0545
H -1.77067 4.23817 -3.58515  0.0489
H 0.68780 4.83972 -1.75100  0.0427
H 0.44491 5.57064 -3.29782  0.0597
H 0.66961 3.81113 -3.17361  0.0577
H -2.98883 2.85713 0.68713  0.0636
H -3.26522 4.39611 -0.18837  0.0558
H -0.58949 3.68457 1.15885  0.0468
H -1.76576 4.77096 1.90837  0.0633
H -0.97151 5.22800 0.42103  0.0573
C 0.66143 -2.10574 4.14762  -0.2143
Ge 0.07849 -0.24638 3.66735  0.7417
C 1.64445 0.92333 4.17846  -0.2305
C -1.32520 0.18020 4.97186  -0.2311
C -0.53857 -0.03151 1.84185  -0.3563
H 0.65612 -2.21204 5.22593  0.0025
H 1.68660 -2.21741 3.80325  -0.0065
H -0.01773 -2.85239 3.71972  -0.0025
H 1.65054 1.05330 5.25383  0.0008
H 1.58076 1.88223 3.69621  -0.0189
H 2.57183 0.47075 3.82433  -0.0071
H -1.04236 -0.09881 5.96542  -0.0046
H -2.25966 -0.36838 4.76338  0.0164
H -1.57456 1.22844 5.02476  0.0027
H -1.06080 0.92712 1.97012  -0.0333

Cartesian forces, eV/Å:
-1.95 0.50 0.73
-1.87 -1.36 0.41
0.35 -0.48 -0.34
-1.15 -0.58 0.10
0.39 1.56 1.32
1.56 -0.44 -0.64
-0.90 0.20 0.54
-0.47 0.76 0.65
0.02 0.03 0.25
0.33 -0.37 -0.96
-0.48 0.68 0.92
0.27 -0.08 -0.21
1.48 -0.39 -0.68
-2.08 -0.91 -0.20
-0.31 0.40 -0.33
-0.60 0.18 -0.49
0.11 -0.46 1.00
0.64 0.02 0.68
-0.64 0.03 -0.88
-0.33 -0.46 0.11
-1.55 -0.44 -0.74
0.10 0.16 0.21
1.53 0.83 -0.03
-0.04 -0.06 0.36
0.29 -0.45 -0.68
0.74 -0.18 0.39
0.00 -0.23 -0.24
0.58 0.65 -0.39
0.00 -0.19 0.14
0.63 -0.10 -0.23
-0.19 -0.73 -0.55
0.14 -0.13 0.26
0.43 0.23 -0.24
0.28 -0.38 0.11
-0.04 -0.12 -0.18
-0.09 -0.22 0.11
-0.13 -0.18 0.01
0.17 0.80 -0.04
0.40 -0.07 -0.67
0.59 0.18 -0.38
0.68 0.11 1.18
-0.46 -0.35 -0.06
0.08 0.08 -0.03
0.01 0.16 -0.33
0.17 0.31 0.29
-0.49 -0.33 -0.08
-0.02 0.29 0.16
0.23 -0.01 0.08
-0.01 -0.07 -0.11
-0.14 -0.62 -0.03
-0.17 0.29 0.08
-0.44 -0.03 -0.94
0.80 0.26 0.53
-0.12 0.57 -0.57
-0.12 -0.89 0.85
-0.38 0.09 -0.46
0.56 -0.80 -0.59
0.58 -0.45 0.56
0.51 -0.41 -0.08
-0.26 0.16 0.10
-0.14 -0.07 0.13
-0.28 0.13 0.01
-0.29 -0.18 0.10
0.03 0.16 0.28
0.31 -0.09 -0.06
-0.12 -0.10 0.37
0.07 0.01 -0.24
0.11 0.08 -0.02
0.24 0.59 0.04
-0.43 0.28 0.03
-0.46 0.29 0.02
-0.07 0.10 0.26
-0.07 0.17 -0.24
-0.36 0.64 -0.27
0.44 -0.03 -0.28
-0.41 -0.79 -0.29
-0.74 -0.30 -0.33
1.46 1.65 0.47
0.02 -0.05 0.27
0.08 -0.35 -0.16
0.36 0.10 0.02
0.26 0.06 0.26
-0.25 0.57 -0.15
0.12 -0.16 0.20
0.40 -0.29 0.72
0.33 0.16 -0.12
-0.06 0.50 -0.21
0.24 0.37 -0.55

The total energy comes out at -5678.3156 a.u. Its multiplicity is 1.